Record 1
A 11-piece molecular cluster, C2H22O13 overall, computed with ωB97M-V with the def2-TZVPD basis set.

Structure (XYZ):
```
37
Properties=species:S:1:pos:R:3:mulliken_charge:R:1
O -2.06451 3.53954 -1.48718 -0.66
O -1.61767 0.15271 5.32271 -0.68
O 3.66248 -1.39690 -5.11328 -0.66
O 1.42645 -3.22206 -1.73828 -0.64
O -1.00753 -1.00850 -5.17258 -0.69
O 2.49612 2.25028 -3.27037 -0.68
O -3.76810 -1.52569 2.03546 -0.86
O 1.01419 5.42009 1.43550 -0.68
O -0.00201 0.33735 -0.13849 -0.58
O 1.65475 -4.00452 0.23092 -0.74
O 1.43441 -5.24672 -1.53426 -0.77
O 1.39233 2.08631 3.85311 -0.66
O 3.46797 -1.20864 3.00806 -0.65
C -5.13685 -1.94063 2.08681 -0.63
C 1.53040 -4.15671 -0.97386 0.51
H -1.87430 4.07135 -2.26000 0.32
H 3.29461 -1.38293 -5.99685 0.30
H -1.86717 -0.26147 4.49662 0.37
H 3.12585 1.57075 -3.51098 0.35
H -0.37917 0.90773 -0.81228 0.43
H 0.70015 1.73091 4.41063 0.32
H -5.76991 -1.27454 1.50058 0.16
H 4.20499 -1.53984 3.52123 0.29
H -0.67505 0.14129 0.51740 0.44
H 2.71112 2.98913 -3.83966 0.31
H -0.42479 -1.27749 -4.46245 0.34
H 1.29605 4.62824 1.89351 0.34
H -5.21651 -2.95626 1.69918 0.17
H 0.36184 -0.46069 -0.52881 0.42
H 0.78828 5.12045 0.55493 0.32
H 1.92646 1.32693 3.62011 0.33
H 2.99361 -1.82842 -4.58163 0.35
H -5.55709 -2.06452 3.08489 0.17
H -1.85056 -1.40617 -4.95490 0.33
H -2.41870 0.14489 5.84664 0.30
H -2.98327 3.72221 -1.29037 0.32
H 3.13115 -1.97747 2.54796 0.37
```

HOMO-LUMO gap	0.08796	hartree
total energy	-1067.2565	a.u.
HOMO energy	1.044	eV
molecular weight	254.19	Da
charge	-2

***

Record 2
A 2-piece molecular cluster, C4H9N2 overall, computed with ωB97M-V with the def2-TZVPD basis set.

Structure (XYZ):
```
15
Properties=species:S:1:pos:R:3:mulliken_charge:R:1
N 1.59397 -1.46228 0.53783 0.14
N 1.08231 -0.50203 -0.00149 0.02
C 1.64668 0.78022 -0.03534 -0.70
C 1.91976 -2.50130 0.93676 -0.07
C -1.98960 0.94804 -0.74472 -0.52
C -1.91142 -0.07008 0.29769 -0.61
H -2.07723 2.03248 -0.52120 0.28
H -0.92189 1.09848 -1.22103 0.06
H -2.77020 0.58537 -1.32770 0.30
H 1.55845 0.94062 -1.19783 0.35
H -1.23662 0.00721 1.25878 0.26
H 2.18381 -3.50692 0.98972 0.50
H -2.72832 -0.88314 0.27755 0.27
H 2.64577 0.90485 0.37548 0.41
H 1.00453 1.62849 0.37550 0.30
```

HOMO-LUMO gap (alpha / beta)	0.23436 / 0.26810	hartree
spin multiplicity	3
total energy	-266.7805	a.u.
HOMO energy (alpha / beta)	-11.100 / -15.258	eV
energy above the lowest of the compared OMol25 structures with the same formula, charge and spin	385.3	kJ/mol
molecular weight	85.13	Da
<S²>	2.025
charge	+1

***

> Which formula does entry 1 have?

C2H22O13

***

Repeat the second record exactly.
A 2-piece molecular cluster, C4H9N2 overall, computed with ωB97M-V with the def2-TZVPD basis set.

Structure (XYZ):
```
15
Properties=species:S:1:pos:R:3:mulliken_charge:R:1
N 1.59397 -1.46228 0.53783 0.14
N 1.08231 -0.50203 -0.00149 0.02
C 1.64668 0.78022 -0.03534 -0.70
C 1.91976 -2.50130 0.93676 -0.07
C -1.98960 0.94804 -0.74472 -0.52
C -1.91142 -0.07008 0.29769 -0.61
H -2.07723 2.03248 -0.52120 0.28
H -0.92189 1.09848 -1.22103 0.06
H -2.77020 0.58537 -1.32770 0.30
H 1.55845 0.94062 -1.19783 0.35
H -1.23662 0.00721 1.25878 0.26
H 2.18381 -3.50692 0.98972 0.50
H -2.72832 -0.88314 0.27755 0.27
H 2.64577 0.90485 0.37548 0.41
H 1.00453 1.62849 0.37550 0.30
```

HOMO-LUMO gap (alpha / beta)	0.23436 / 0.26810	hartree
spin multiplicity	3
total energy	-266.7805	a.u.
HOMO energy (alpha / beta)	-11.100 / -15.258	eV
energy above the lowest of the compared OMol25 structures with the same formula, charge and spin	385.3	kJ/mol
molecular weight	85.13	Da
<S²>	2.025
charge	+1

***

Please write out number 2 again, unchanged.
A 2-piece molecular cluster, C4H9N2 overall, computed with ωB97M-V with the def2-TZVPD basis set.

Structure (XYZ):
```
15
Properties=species:S:1:pos:R:3:mulliken_charge:R:1
N 1.59397 -1.46228 0.53783 0.14
N 1.08231 -0.50203 -0.00149 0.02
C 1.64668 0.78022 -0.03534 -0.70
C 1.91976 -2.50130 0.93676 -0.07
C -1.98960 0.94804 -0.74472 -0.52
C -1.91142 -0.07008 0.29769 -0.61
H -2.07723 2.03248 -0.52120 0.28
H -0.92189 1.09848 -1.22103 0.06
H -2.77020 0.58537 -1.32770 0.30
H 1.55845 0.94062 -1.19783 0.35
H -1.23662 0.00721 1.25878 0.26
H 2.18381 -3.50692 0.98972 0.50
H -2.72832 -0.88314 0.27755 0.27
H 2.64577 0.90485 0.37548 0.41
H 1.00453 1.62849 0.37550 0.30
```

HOMO-LUMO gap (alpha / beta)	0.23436 / 0.26810	hartree
spin multiplicity	3
total energy	-266.7805	a.u.
HOMO energy (alpha / beta)	-11.100 / -15.258	eV
energy above the lowest of the compared OMol25 structures with the same formula, charge and spin	385.3	kJ/mol
molecular weight	85.13	Da
<S²>	2.025
charge	+1

***

> Among the records above, which one has the lowest charge?

C2H22O13